Record 1
43
Properties=species:S:1:pos:R:3:nbo_charge:R:1 method="wB97M-V/def2-TZVPD" total_charge=+1 fmax_ev_per_a=0.7 orbital_gap_ev=7.39 lumo_energy_ev=-3.71 multiplicity=1
Pt 0.188 0.504 -0.265 0.50
C -1.114 1.212 2.547 -0.54
C -1.623 -0.214 2.358 -0.56
S -0.761 -1.179 1.066 0.44
C 0.665 -1.876 1.972 -0.55
C 1.785 -0.929 2.403 -0.54
S 2.609 -0.280 0.923 0.26
C 2.927 1.469 1.274 -0.55
C 2.932 2.241 -0.050 -0.54
S 1.393 2.300 -1.056 0.46
C 0.507 3.714 -0.330 -0.56
C -0.084 3.435 1.044 -0.54
S -1.108 1.938 0.885 0.47
H -0.101 1.248 2.940 0.22
H -1.778 1.776 3.203 0.26
H -2.667 -0.202 2.041 0.26
H -1.579 -0.777 3.290 0.26
H 1.042 -2.626 1.276 0.30
H 0.230 -2.397 2.827 0.24
H 2.494 -1.502 3.001 0.25
H 1.415 -0.113 3.023 0.21
H 3.907 1.599 1.733 0.25
H 2.177 1.859 1.961 0.20
H 3.666 1.809 -0.733 0.26
H 3.213 3.284 0.101 0.24
H -0.282 3.931 -1.053 0.26
H 1.173 4.576 -0.313 0.26
H -0.716 4.265 1.362 0.26
H 0.679 3.265 1.801 0.23
Br -3.730 -0.029 -4.261 0.06
C -2.688 -1.448 -3.563 -0.08
C -3.140 -2.754 -3.672 -0.22
C -2.364 -3.779 -3.147 -0.20
C -1.172 -3.498 -2.502 -0.18
C -0.730 -2.183 -2.399 -0.11
C -1.484 -1.154 -2.950 -0.24
C 0.526 -1.893 -1.642 0.76
O 1.052 -2.738 -0.939 -0.64
O 1.015 -0.665 -1.754 -0.80
H -4.079 -2.966 -4.164 0.24
H -2.699 -4.803 -3.244 0.23
H -0.571 -4.288 -2.072 0.24
H -1.124 -0.133 -2.922 0.23


Record 2
14
Properties=species:S:1:pos:R:3:nbo_charge:R:1 method="wB97M-V/def2-TZVPD" total_charge=+1 fmax_ev_per_a=4.1 orbital_gap_ev="8.02 / 8.02" lumo_energy_ev="-6.39 / -6.40" smiles="C[N+](=O)c1ncc[nH]1" multiplicity=1
C 1.977 -0.694 0.019 -0.02
C 2.437 0.660 -0.062 0.10
C 0.286 0.540 0.144 0.31
C -2.183 -0.644 0.006 -0.35
N 0.698 -0.730 0.124 -0.34
N 1.351 1.433 0.079 -0.44
N -1.019 0.767 -0.014 0.25
O -1.541 1.841 -0.064 -0.23
H 2.622 -1.641 -0.007 0.26
H 3.385 0.924 -0.228 0.24
H -2.953 -0.401 -0.727 0.24
H -2.560 -0.500 1.104 0.25
H -1.545 -1.528 -0.200 0.26
H 1.199 2.423 -0.074 0.47


The records above give, respectively, E values of -5019.95786, -395.14095 hartree.
The records above give, respectively, energy relative to the best compared isomer or geometry (same formula, charge and spin) values of 0.0, 67.5 kcal per mole.